# 1
89
Properties=species:S:1:pos:R:3:mulliken_charge:R:1 method="wB97M-V/def2-TZVPD" gap_ev="6.12 / 5.09" lumo_energy_ha="0.01612 / -0.08046" e_homo_ha="-0.2090 / -0.2675" s2=2.018 spin_multiplicity=3 relative_energy_kcal_mol=47.68
P -0.41 -2.50 -4.20 1.867
P 0.36 0.79 -4.04 2.105
C -0.53 -1.42 -5.68 -1.188
C 0.38 -0.18 -5.65 -1.382
H -1.58 -1.11 -5.78 0.353
H -0.29 -2.07 -6.54 0.617
H 1.42 -0.47 -5.85 0.380
H 0.08 0.54 -6.43 0.594
C -1.32 1.50 -4.23 -1.553
H -1.52 2.10 -3.35 0.274
H -2.09 0.73 -4.32 0.334
H -1.30 2.12 -5.13 0.515
C 1.37 2.24 -4.49 -1.383
H 0.90 2.73 -5.35 0.474
H 2.39 1.93 -4.75 0.350
H 1.40 2.92 -3.63 0.314
C -1.46 -3.92 -4.66 -1.558
H -1.43 -4.67 -3.86 0.364
H -1.07 -4.34 -5.60 0.484
H -2.50 -3.59 -4.80 0.399
C 1.27 -3.17 -4.41 -1.599
H 2.05 -2.40 -4.38 0.421
H 1.31 -3.68 -5.37 0.470
H 1.46 -3.88 -3.60 0.340
Pt -0.22 -0.95 0.68 1.564
C 0.38 1.02 -1.61 -0.174
C -0.81 0.29 -1.09 -0.131
C -1.37 -0.74 -2.10 0.953
C -1.64 -2.13 -1.49 -1.604
C -0.34 -2.74 -1.08 0.024
C 0.94 -2.14 -0.95 -1.167
C 1.63 -1.18 -1.86 1.528
C 1.69 0.34 -1.41 -0.913
C 0.05 -2.49 1.94 -1.460
H 0.32 2.13 -1.52 0.478
H -1.66 0.96 -0.80 -0.118
H -0.57 -0.83 -2.86 -2.646
H -2.25 -0.35 -2.66 0.396
H -2.32 -1.97 -0.60 0.553
H -2.13 -2.77 -2.24 0.628
H -0.43 -3.77 -0.74 0.143
H 1.64 -2.82 -0.41 0.318
H 1.14 -1.21 -2.83 -1.973
H 2.64 -1.56 -2.07 0.988
H 2.09 0.38 -0.37 -0.542
H 2.40 0.81 -2.11 0.749
H 0.51 -2.21 2.89 -0.052
H 0.67 -3.22 1.42 0.545
H -0.97 -2.86 2.07 0.286
C -3.31 0.91 3.48 -1.140
Si -1.75 0.08 4.12 0.663
C -1.24 0.76 5.82 -0.991
C -2.03 -1.77 4.33 -1.152
Si -0.14 0.50 2.40 -0.617
Si -0.30 2.84 2.11 0.617
C -0.68 3.81 3.71 -1.160
C 1.37 3.43 1.42 -0.910
C -1.70 3.14 0.90 -1.032
Si 1.96 0.38 3.53 0.404
C 2.25 1.85 4.69 -1.082
C 2.02 -1.18 4.59 -1.258
C 3.27 0.33 2.17 -1.188
H -4.12 0.71 4.20 0.421
H -3.60 0.49 2.51 0.280
H -3.21 2.00 3.38 0.242
H -1.98 0.39 6.55 0.423
H -0.25 0.40 6.13 0.219
H -1.25 1.86 5.85 0.267
H -2.51 -2.19 3.44 0.231
H -1.10 -2.32 4.53 0.329
H -2.71 -1.93 5.18 0.425
H 0.14 3.76 4.45 0.293
H -0.81 4.87 3.44 0.430
H -1.61 3.47 4.19 0.256
H 1.61 2.91 0.49 0.037
H 1.30 4.50 1.22 0.466
H 2.20 3.29 2.13 0.233
H -1.38 3.01 -0.14 0.128
H -2.55 2.46 1.08 0.286
H -2.07 4.17 1.02 0.505
H 1.48 1.91 5.48 0.241
H 3.23 1.67 5.18 0.438
H 2.31 2.81 4.17 0.297
H 2.28 -2.06 3.98 0.353
H 2.82 -1.04 5.33 0.420
H 1.08 -1.37 5.13 0.289
H 3.07 -0.46 1.44 0.189
H 3.35 1.29 1.64 0.255
H 4.24 0.12 2.64 0.527

# 2
102
Properties=species:S:1:pos:R:3:mulliken_charge:R:1 method="wB97M-V/def2-TZVPD" gap_ev="1.88 / 6.94" lumo_energy_ha="0.16001 / 0.15910" e_homo_ha="0.0910 / -0.0961" s2=0.750 total_charge=-2 spin_multiplicity=2
O 0.25 -0.41 -0.44 1.772
H -0.15 -0.15 0.39 -0.155
H 0.87 0.26 -0.73 0.325
H 0.78 -1.21 -0.34 0.197
C 2.17 -3.07 -0.88 -0.209
O 0.94 -2.92 -0.19 0.117
O 2.46 -1.84 -1.43 -0.922
C 3.35 -3.81 -0.19 0.637
F 3.32 -3.55 1.11 -0.220
F 3.23 -5.15 -0.29 -0.328
F 4.58 -3.54 -0.64 -0.299
C 0.46 -3.88 0.75 -0.728
C -0.92 -3.31 1.17 -0.687
H -0.82 -2.37 1.72 -0.312
H -1.63 -3.20 0.34 0.268
H -1.43 -3.97 1.87 0.461
H 1.02 -4.00 1.67 0.318
H 0.23 -4.89 0.40 0.254
H 1.66 -3.67 -1.63 0.047
C 2.37 2.89 -0.53 -0.097
O 3.70 2.64 0.07 -0.189
O 1.97 1.69 -1.12 -0.892
C 1.38 3.60 0.39 0.843
F 1.43 2.92 1.54 -0.244
F 1.74 4.85 0.63 -0.296
F 0.14 3.57 -0.22 -0.281
C 4.62 3.68 0.38 -0.092
C 5.77 3.26 1.16 -1.342
H 6.05 4.06 1.84 0.337
H 5.53 2.36 1.72 0.292
H 6.57 2.86 0.54 0.351
H 4.08 4.40 0.99 0.225
H 5.08 4.13 -0.50 0.211
H 2.64 3.56 -1.35 -0.067
C -1.38 2.22 -3.32 -0.609
C -0.12 2.33 -4.13 0.370
C 0.72 3.68 -4.01 -0.484
O 1.79 3.64 -4.96 -0.315
C 2.47 4.87 -5.00 -0.749
N 0.79 1.24 -3.88 -0.711
H -2.08 2.93 -3.76 0.565
H -1.32 2.30 -2.23 -0.209
H -1.72 1.18 -3.34 -0.068
H -0.49 2.21 -5.15 0.443
H 1.05 3.77 -2.98 -0.093
H 0.08 4.52 -4.27 0.470
H 2.72 5.15 -3.98 0.273
H 1.73 5.63 -5.27 0.314
H 3.33 4.88 -5.68 0.248
H 0.22 0.40 -3.88 0.285
H 1.08 1.34 -2.92 0.231
C -0.63 -3.09 5.72 -2.023
C 0.64 -3.49 4.84 1.373
C 1.57 -2.30 4.59 -1.039
O 0.79 -1.32 3.87 0.015
C 1.68 -0.50 3.08 -0.417
N 1.44 -4.58 5.38 -0.761
H -0.36 -2.99 6.77 0.365
H -1.40 -3.86 5.72 0.369
H -1.01 -2.12 5.39 0.380
H 0.24 -3.79 3.87 -0.364
H 2.47 -2.69 4.12 0.402
H 1.96 -1.79 5.48 0.532
H 1.13 0.29 2.56 -0.134
H 2.34 -1.08 2.43 0.233
H 2.33 0.04 3.77 0.424
H 0.90 -5.43 5.41 0.306
H 1.70 -4.33 6.33 0.296
C -2.74 1.43 0.22 -1.541
C -1.82 1.46 1.51 2.189
C -2.74 1.98 2.63 -1.757
O -3.90 1.18 2.92 1.061
C -4.91 1.95 3.61 -3.766
N -1.24 0.16 1.63 -0.555
H -2.93 2.35 -0.33 0.404
H -3.67 0.87 0.31 0.682
H -2.39 0.89 -0.66 -0.291
H -0.98 2.12 1.31 -0.457
H -2.89 3.04 2.41 0.435
H -2.22 1.91 3.59 0.441
H -5.66 1.21 3.88 0.960
H -5.37 2.69 2.96 0.498
H -4.47 2.26 4.56 0.550
H -1.13 -0.18 2.57 -0.019
H -2.10 -0.34 1.44 0.211
C -1.85 -2.55 -4.43 -2.059
C -1.71 -2.14 -2.99 1.453
C -2.97 -1.48 -2.41 -0.646
O -3.37 -0.42 -3.24 0.489
C -4.72 -0.06 -3.02 -2.083
N -1.38 -3.33 -2.24 -0.342
H -0.83 -2.84 -4.70 0.554
H -2.13 -1.65 -4.98 0.355
H -2.59 -3.32 -4.66 0.413
H -0.96 -1.34 -3.01 -0.558
H -2.76 -1.14 -1.39 -0.210
H -3.80 -2.14 -2.17 0.707
H -5.38 -0.90 -3.25 0.344
H -5.04 0.62 -3.81 0.375
H -5.01 0.39 -2.07 0.420
H -0.47 -3.60 -2.59 0.236
H -1.95 -4.14 -2.39 0.291

# 3
114
Properties=species:S:1:pos:R:3:mulliken_charge:R:1 method="wB97M-V/def2-TZVPD" gap_ev=2.38 lumo_energy_ha=-0.46020 e_homo_ha=-0.5475 total_charge=+2 relative_energy_kcal_mol=0.00
Al -0.70 0.70 -0.94 1.424
N -1.26 0.61 1.79 0.179
S -0.53 1.07 3.06 0.605
O 0.66 0.35 3.46 -0.350
O -1.32 1.94 3.94 -0.544
F 0.18 2.17 2.23 -0.185
S -2.18 -0.42 2.78 1.023
O -3.37 0.02 3.43 -0.527
O -1.54 -1.60 3.54 -0.491
F -2.87 -1.10 1.48 -0.225
C 3.16 3.83 3.53 -0.876
C 4.12 3.44 2.28 -0.356
O 3.41 2.65 1.36 0.034
P 2.66 3.45 0.05 0.507
O 1.61 2.56 -0.50 -0.334
O 2.22 4.88 0.69 -0.240
C 1.29 5.72 0.16 -0.175
C 2.01 6.63 -0.80 -1.046
O 3.96 3.70 -0.90 -0.302
C 3.84 4.00 -2.24 -0.131
C 4.85 5.04 -2.62 -1.242
H 3.58 3.66 4.52 0.374
H 3.03 4.91 3.50 0.297
H 2.19 3.34 3.52 0.021
H 4.58 4.32 1.84 0.290
H 4.92 2.83 2.70 0.398
H 0.39 5.19 -0.14 0.296
H 1.05 6.37 1.00 0.327
H 1.47 7.57 -0.73 0.449
H 3.07 6.62 -0.54 0.178
H 1.87 6.24 -1.81 0.270
H 3.74 3.14 -2.90 0.328
H 2.82 4.38 -2.33 0.213
H 4.78 5.86 -1.90 0.238
H 5.84 4.59 -2.50 0.350
H 4.61 5.44 -3.60 0.398
C 1.10 -4.91 2.47 -1.430
C 0.01 -4.14 1.65 0.739
O 0.22 -4.33 0.27 -0.035
P -0.84 -3.68 -0.81 -0.506
O -0.99 -2.15 -0.76 0.589
O -0.28 -4.28 -2.23 -0.312
C -0.80 -3.59 -3.31 -0.332
C -0.75 -4.49 -4.58 -1.281
O -2.23 -4.50 -0.51 -0.078
C -2.20 -5.93 -0.35 -0.208
C -2.78 -6.45 -1.65 -1.075
H 0.81 -5.95 2.59 0.466
H 2.06 -4.98 1.97 0.084
H 1.14 -4.47 3.46 0.421
H -0.96 -4.47 2.01 0.551
H 0.21 -3.10 1.94 -0.632
H -1.84 -3.34 -3.13 0.361
H -0.37 -2.59 -3.42 0.353
H -0.86 -3.86 -5.47 0.392
H 0.27 -4.85 -4.72 0.317
H -1.41 -5.35 -4.49 0.311
H -1.24 -6.33 -0.05 0.227
H -2.77 -6.30 0.50 0.430
H -3.81 -6.22 -1.95 0.313
H -2.04 -6.19 -2.41 0.115
H -2.87 -7.54 -1.74 0.414
C 3.36 -5.18 -1.05 -0.748
C 3.86 -3.78 -0.95 -0.459
O 2.74 -3.00 -0.66 0.064
P 2.81 -1.64 0.23 -0.327
O 1.58 -0.80 0.19 0.521
O 3.05 -2.39 1.66 -0.043
C 2.89 -1.72 2.94 0.433
C 4.24 -1.69 3.67 -1.494
O 4.20 -0.91 -0.05 -0.288
C 4.49 -0.37 -1.39 0.144
C 5.91 0.08 -1.84 -1.203
H 4.19 -5.86 -1.24 0.456
H 2.99 -5.39 -0.05 0.012
H 2.51 -5.17 -1.74 0.152
H 4.55 -3.62 -0.12 0.412
H 4.46 -3.40 -1.77 0.297
H 2.78 -0.63 2.88 -0.163
H 2.07 -2.08 3.56 0.328
H 5.07 -1.45 3.00 0.298
H 4.30 -0.92 4.43 0.421
H 4.53 -2.67 4.07 0.368
H 4.00 -0.91 -2.20 0.355
H 3.88 0.53 -1.33 -0.157
H 6.10 0.16 -2.91 0.350
H 5.93 1.09 -1.44 0.265
H 6.56 -0.67 -1.40 0.342
C -6.11 3.83 -3.22 -1.114
C -5.70 2.46 -2.54 -0.294
O -5.71 2.51 -1.14 -0.190
P -5.00 1.33 -0.30 0.104
O -3.61 0.94 -0.68 0.082
O -6.18 0.18 -0.34 -0.186
C -7.15 0.19 0.65 -0.106
C -7.85 -1.15 0.41 -1.214
O -5.01 1.95 1.24 -0.252
C -3.94 2.85 1.69 0.226
C -4.26 4.40 1.30 -1.250
H -7.15 4.08 -3.01 0.310
H -5.52 4.59 -2.70 0.294
H -5.96 3.65 -4.28 0.374
H -6.19 1.55 -2.88 0.413
H -4.67 2.27 -2.82 0.177
H -6.72 0.22 1.65 0.269
H -7.70 1.12 0.56 0.380
H -7.04 -1.87 0.58 0.291
H -8.70 -1.22 1.09 0.397
H -8.11 -1.27 -0.65 0.311
H -3.91 2.79 2.78 0.344
H -2.96 2.57 1.32 -0.108
H -3.62 5.17 1.73 0.409
H -3.91 4.49 0.26 0.293
H -5.31 4.63 1.16 0.338

# 4
101
Properties=species:S:1:pos:R:3:mulliken_charge:R:1 method="wB97M-V/def2-TZVPD" gap_ev=2.64 lumo_energy_ha=-0.18740 e_homo_ha=-0.2844 total_charge=+1 relative_energy_kcal_mol=218.74
Ba 4.91 1.56 -2.54 1.701
N -1.04 1.28 -0.89 0.966
O 0.01 1.82 -1.27 -0.709
O -1.05 0.25 -0.34 -0.603
O -2.21 1.75 -1.09 -0.625
C -3.95 -5.08 3.08 -0.889
O -3.93 -4.49 1.75 -0.264
C -3.65 -5.52 0.80 -0.567
C -3.56 -5.03 -0.62 -0.759
N -4.77 -4.30 -0.96 -0.282
C -4.52 -3.68 -2.35 -0.677
C -5.59 -2.81 -2.90 -0.627
O -6.22 -1.91 -1.99 -0.315
C -7.18 -0.94 -2.45 -0.819
H -4.48 -6.03 3.18 0.326
H -4.11 -4.31 3.84 0.293
H -2.91 -5.36 3.25 0.382
H -4.43 -6.28 0.83 0.318
H -2.69 -5.97 1.04 0.374
H -3.44 -5.81 -1.37 0.431
H -2.65 -4.44 -0.74 0.402
H -5.45 -4.99 -1.21 0.238
H -4.28 -4.52 -3.01 0.368
H -3.58 -3.14 -2.38 0.389
H -6.34 -3.38 -3.46 0.364
H -5.26 -2.19 -3.73 0.399
H -6.75 0.05 -2.61 0.301
H -8.11 -0.89 -1.88 0.277
H -7.58 -1.15 -3.44 0.336
C 4.19 5.85 -3.04 -0.779
O 4.06 5.12 -1.89 -0.193
C 4.26 5.92 -0.69 -0.710
C 3.94 5.10 0.60 -0.734
N 4.82 3.94 0.81 -0.253
C 4.19 3.15 1.86 -0.742
C 4.80 1.76 1.97 -0.690
O 4.30 0.85 0.94 -0.213
C 4.18 -0.48 1.38 -0.838
H 4.15 5.13 -3.86 0.173
H 5.17 6.31 -3.13 0.368
H 3.40 6.60 -3.11 0.305
H 3.80 6.89 -0.85 0.442
H 5.33 6.16 -0.68 0.348
H 2.91 4.79 0.45 0.382
H 4.10 5.72 1.48 0.417
H 5.64 4.38 1.21 0.301
H 3.10 3.05 1.80 0.408
H 4.25 3.68 2.81 0.472
H 4.67 1.28 2.94 0.473
H 5.88 1.77 1.81 0.278
H 3.88 -1.08 0.52 0.228
H 3.33 -0.56 2.05 0.355
H 5.03 -1.02 1.81 0.343
C 9.42 -0.08 -1.64 -0.748
O 8.36 -0.77 -2.11 -0.311
C 8.56 -1.61 -3.26 -0.669
C 8.67 -0.83 -4.61 -0.638
N 7.35 -0.58 -5.19 -0.166
C 7.45 0.04 -6.51 -0.759
C 6.04 0.51 -7.02 -0.644
O 5.18 0.97 -5.98 -0.151
C 3.80 1.06 -6.27 -0.796
H 9.15 0.83 -1.11 0.236
H 9.96 0.40 -2.46 0.313
H 10.08 -0.75 -1.09 0.310
H 7.83 -2.41 -3.18 0.327
H 9.45 -2.20 -3.05 0.395
H 9.28 -1.50 -5.23 0.362
H 9.32 0.02 -4.37 0.363
H 6.97 -1.51 -5.32 0.286
H 7.99 -0.50 -7.28 0.382
H 8.03 0.93 -6.25 0.357
H 5.70 -0.34 -7.62 0.406
H 6.27 1.39 -7.62 0.368
H 3.38 0.08 -6.47 0.298
H 3.68 1.54 -7.24 0.309
H 3.31 1.65 -5.50 0.300
C -4.01 2.76 4.46 -0.859
O -5.25 2.16 4.55 -0.262
C -5.93 2.56 5.69 -0.632
C -7.21 1.80 6.00 -0.933
N -7.09 0.36 6.01 -0.264
C -8.37 -0.28 6.18 -0.677
C -8.24 -1.76 5.95 -0.580
O -7.61 -2.21 4.79 -0.298
C -7.65 -3.66 4.66 -0.714
H -3.44 2.66 5.38 0.340
H -3.98 3.83 4.22 0.309
H -3.34 2.20 3.81 0.328
H -6.30 3.57 5.52 0.308
H -5.32 2.65 6.59 0.370
H -8.09 2.27 5.55 0.541
H -7.60 2.13 6.96 0.460
H -6.64 0.28 6.91 0.281
H -9.04 0.11 5.41 0.434
H -8.76 -0.13 7.18 0.338
H -9.23 -2.22 6.02 0.385
H -7.69 -2.04 6.85 0.290
H -8.70 -3.89 4.46 0.338
H -7.28 -4.15 5.56 0.297
H -7.05 -4.09 3.86 0.201